# C20H54N2O12

A 6-piece molecular cluster, C20H54N2O12 overall (ωB97M-V/def2-TZVPD, OMol25).

As for the HOMO energy: -0.3201 Ha. The value obtained for the relative energy (zero: lowest compared OMol25 entry of this formula, charge and spin) is 372.50 kJ/mol. The total energy comes out at -1806.462719 Ha. As for the maximum force: 4.953 eV/A. The SMILES is COCCNCCOC.COCCNCCOC.OCCO.OCCO.OCCO.OCCO.

Last column: Löwdin charge in e.
CARTESIAN COORDINATES (ANGSTROEM)
1 C 3.03 0.76 -3.17  -0.262
2 C 1.59 1.12 -3.06  -0.236
3 O 0.97 0.33 -4.04  -0.041
4 O 3.76 1.25 -2.10  -0.044
5 H 3.34 1.09 -4.09  0.109
6 H 3.13 -0.33 -3.06  0.139
7 H 1.31 2.17 -3.16  0.124
8 H 1.32 0.71 -2.00  0.133
9 H 1.41 -0.50 -4.11  0.062
10 H 4.67 1.09 -2.39  0.124
11 C -1.82 4.58 -1.06  -0.305
12 C -0.60 5.20 -1.78  -0.225
13 O 0.36 4.29 -2.24  -0.070
14 O -2.21 5.34 -0.04  -0.023
15 H -1.73 3.53 -0.62  0.122
16 H -2.62 4.42 -1.80  0.123
17 H -0.07 5.89 -1.15  0.099
18 H -0.89 5.88 -2.62  0.133
19 H 0.46 3.73 -1.51  -0.006
20 H -3.04 5.07 0.27  0.073
21 C 4.11 4.12 -0.18  -0.270
22 C 3.50 5.26 -1.03  -0.283
23 O 4.37 6.31 -1.22  -0.060
24 O 3.45 2.95 -0.21  -0.054
25 H 4.07 4.53 0.79  0.109
26 H 5.17 3.92 -0.38  0.137
27 H 2.43 5.47 -0.64  0.142
28 H 3.34 4.70 -1.99  0.124
29 H 4.00 6.84 -2.01  0.141
30 H 3.46 2.51 -1.03  0.021
31 C -0.52 2.23 1.75  -0.260
32 C 0.46 3.20 1.09  -0.226
33 O 0.88 2.63 -0.12  -0.058
34 O 0.21 1.07 1.93  -0.068
35 H -1.34 2.19 1.02  0.090
36 H -1.03 2.49 2.71  0.146
37 H 1.36 3.29 1.75  0.140
38 H 0.07 4.25 1.15  0.131
39 H 1.78 2.74 -0.12  -0.012
40 H 0.76 0.99 1.12  0.069
41 C -4.34 1.62 1.85  -0.032
42 O -3.21 0.79 2.19  -0.188
43 C -2.80 -0.31 1.53  -0.274
44 C -1.95 -1.20 2.36  -0.185
45 N -1.79 -2.47 1.66  -0.069
46 C -1.05 -3.38 2.55  -0.185
47 C -1.02 -4.85 2.03  -0.229
48 O -0.63 -5.82 3.02  -0.157
49 C -1.79 -6.10 3.84  -0.120
50 H -4.05 2.61 2.07  0.070
51 H -5.13 1.63 2.51  0.056
52 H -4.63 1.48 0.86  0.075
53 H -2.40 0.16 0.61  0.136
54 H -3.63 -0.81 1.20  0.095
55 H -2.31 -1.35 3.41  0.138
56 H -0.96 -0.84 2.45  0.090
57 H -2.72 -2.88 1.37  0.148
58 H -1.58 -3.41 3.58  0.125
59 H -0.10 -3.08 2.78  0.081
60 H -0.32 -4.99 1.20  0.110
61 H -1.88 -5.04 1.44  0.092
62 H -2.69 -6.66 3.46  0.091
63 H -2.07 -5.28 4.51  0.074
64 H -1.46 -6.99 4.49  0.103
65 C 3.29 -0.21 1.21  -0.078
66 O 2.07 -0.30 0.46  -0.195
67 C 1.75 -1.62 0.42  -0.281
68 C 0.63 -1.72 -0.61  -0.169
69 N -0.01 -3.07 -0.63  -0.062
70 C -1.15 -3.05 -1.41  -0.241
71 C -1.50 -4.53 -1.62  -0.221
72 O -2.56 -4.71 -2.55  -0.187
73 C -2.83 -6.07 -2.73  -0.123
74 H 3.75 0.78 1.03  0.083
75 H 4.07 -0.98 1.01  0.095
76 H 3.23 -0.31 2.30  0.094
77 H 1.40 -1.89 1.42  0.125
78 H 2.50 -2.37 0.06  0.143
79 H 1.11 -1.48 -1.50  0.084
80 H -0.01 -0.89 -0.33  0.116
81 H -0.35 -3.26 0.34  0.068
82 H -0.84 -2.72 -2.46  0.151
83 H -1.90 -2.42 -1.05  0.089
84 H -1.71 -5.13 -0.75  0.093
85 H -0.56 -4.97 -2.02  0.129
86 H -1.96 -6.71 -2.94  0.094
87 H -3.60 -6.12 -3.49  0.086
88 H -3.25 -6.40 -1.79  0.075